1.
9
Properties=species:S:1:pos:R:3:forces:R:3:mulliken_charge:R:1 method="wB97M-V/def2-TZVPD" total_energy_ev=-15711.538 gap_ha=0.3867 charge=0 relative_energy_ev=2.308 multiplicity=1
C 0.264809 -1.481684 0.133118 0.4 0.5 -0.3 -0.5897
C -0.424378 -0.421248 0.440228 0.8 5.0 -2.3 0.2038
C 0.208080 1.327817 -0.446409 -4.7 -2.7 3.1 -0.8758
Cl -1.895404 -0.249305 1.312355 0.4 -0.2 0.2 -0.1654
H -0.018924 -2.350654 0.683701 0.3 -1.1 -0.4 0.2877
H 1.045935 -1.309978 -0.641186 -0.4 -0.9 1.1 0.2127
H 0.460601 1.937637 0.425173 -0.7 0.2 -0.3 0.2921
H 1.088459 1.012469 -0.846550 2.1 -0.9 -1.9 0.3444
H -0.729177 1.534945 -1.060429 1.8 0.1 0.8 0.2902

=====

2.
105
Properties=species:S:1:pos:R:3:forces:R:3:mulliken_charge:R:1 method="wB97M-V/def2-TZVPD" total_energy_ev=-106348.515 gap_ha=0.1298 charge=+1 multiplicity=1
Be -1.317353 -2.287539 -2.673337 -0.3 3.8 3.1 1.0322
C -0.477086 0.781494 -0.191104 0.0 0.1 1.0 1.5974
C -0.163888 -0.703727 0.008908 -0.9 0.3 -0.4 0.5420
O 0.319631 -1.385298 -1.104657 -1.1 -1.2 -1.9 -0.2577
H 0.342575 1.365673 -0.606388 -0.1 -0.2 -0.3 -0.4970
H -0.601783 1.175002 0.824561 0.0 0.1 0.1 -0.2481
H -1.433347 1.002326 -0.663151 0.3 -0.3 -0.5 -0.7234
H -1.086529 -1.147815 0.401424 0.0 -0.3 0.1 -0.2887
H 0.562330 -0.762656 0.828497 0.3 -0.3 -0.1 -0.4906
C -2.812712 -5.096550 0.633932 -0.3 0.3 0.2 -0.8517
S -3.273618 -3.344012 0.419136 1.0 -1.3 -0.3 0.6201
O -2.705482 -3.006218 -0.955974 0.0 0.0 -0.6 -0.4385
C -5.044428 -3.580882 0.306694 -0.9 1.2 -0.4 -1.0310
H -3.346333 -5.457431 1.512934 0.2 -0.1 0.1 0.4332
H -1.732719 -5.166847 0.744925 0.0 0.2 0.2 0.0488
H -3.111257 -5.689966 -0.229826 -0.2 0.3 -0.1 0.3835
H -5.381660 -4.255835 -0.477245 0.2 -0.1 0.0 0.3630
H -5.439117 -2.577290 0.120125 0.2 0.0 -0.6 0.2693
H -5.575832 -3.748393 1.245208 0.8 -0.7 0.3 0.4129
C -5.174095 0.699988 -3.347390 1.4 0.1 0.1 -1.0159
S -4.460394 -0.218326 -1.933988 -0.1 -0.1 0.8 0.3575
O -3.035147 -0.631966 -2.234641 0.3 0.1 -0.9 -0.4048
C -4.250385 1.118657 -0.723152 -0.8 0.2 -0.4 -1.0427
H -5.210788 -0.036810 -4.147769 -0.5 0.0 0.0 0.3887
H -4.459473 1.464142 -3.660028 0.1 0.0 0.1 0.2270
H -6.104552 1.212341 -3.113186 -0.2 -0.5 0.2 0.4100
H -5.214891 1.305527 -0.247474 -0.1 -0.1 -0.1 0.5659
H -3.952344 2.041222 -1.220513 0.3 -0.1 0.1 0.4078
H -3.563798 0.813528 0.063111 0.2 -0.2 -0.3 0.2742
C -0.325430 1.462568 -5.883333 -0.2 -0.5 0.2 -0.7726
S -1.616898 0.904375 -4.707771 1.2 0.7 0.1 0.3088
O -1.152211 -0.489902 -4.324121 0.3 -1.3 0.5 -0.5078
C -1.073833 2.041297 -3.423641 -0.1 0.0 1.2 0.0489
H -0.450676 0.863528 -6.782945 0.0 0.3 -0.1 0.4036
H 0.654624 1.263569 -5.448873 -0.2 -0.2 0.2 0.0310
H -0.380239 2.537837 -6.044081 -0.4 -0.1 -0.2 0.3823
H -0.060093 1.830354 -3.076773 0.2 -0.2 -0.5 -0.0216
H -1.673043 1.919188 -2.520051 -0.3 -0.2 -0.3 -0.5229
H -1.159064 3.095514 -3.686458 -0.1 -0.1 -0.5 0.6331
C 1.634302 -5.386582 1.044220 0.7 -0.2 -0.5 -1.2114
S 0.935816 -3.811444 1.672085 0.8 -1.6 0.6 0.8595
O 0.676481 -4.128333 3.126915 -0.2 0.5 -0.8 -0.7470
C 2.542250 -2.975079 1.670956 0.4 0.2 0.5 -0.5977
H 2.082952 -5.281736 0.052913 -0.2 0.4 -0.1 0.3181
H 0.988888 -6.263269 1.009192 -0.5 0.4 0.2 0.3693
H 2.480821 -5.642823 1.682083 -0.2 0.1 0.3 0.4183
H 3.384401 -3.651256 1.821304 -0.3 -0.4 0.0 0.6051
H 2.468716 -2.399951 2.594113 0.1 0.4 -0.2 0.0653
H 2.818357 -2.370096 0.809356 -0.6 0.1 -0.1 -0.0970
C 0.652192 -1.041661 4.201158 -0.1 0.3 0.4 -0.9299
S -0.022150 0.199163 5.345817 -0.4 -0.2 -0.6 0.4354
O 0.793429 1.434443 5.165199 -0.2 0.1 0.0 -0.7096
C -1.581408 0.372854 4.402947 -0.1 -0.7 0.7 -0.5035
H 0.676491 -0.581715 3.212757 -0.1 -0.1 -0.1 -0.0488
H 0.024773 -1.929603 4.263348 0.1 0.0 -0.2 0.5749
H 1.668461 -1.300237 4.496090 -0.1 0.1 0.2 0.5250
H -1.442826 0.431694 3.324295 0.2 0.2 0.1 -0.2315
H -2.222148 1.153173 4.809476 0.3 0.3 -0.1 0.3965
H -2.089915 -0.565452 4.639556 -0.1 -0.1 -0.2 0.4362
C 0.161354 4.092479 0.211752 0.9 0.5 -0.6 -0.1633
C -0.750166 4.520214 -0.843444 0.1 -0.1 0.1 0.5894
N -1.382179 4.849799 -1.742235 -0.2 -0.1 0.0 -0.5481
H 0.811867 4.931445 0.466348 -0.4 0.2 0.5 0.3786
H 0.908163 3.433224 -0.233606 -0.3 -0.5 0.1 -0.0672
H -0.341467 3.651525 1.065004 0.1 0.0 -0.1 -0.1033
N -2.385758 4.771744 2.392391 -0.6 -1.5 0.7 0.0370
C -3.510231 5.525753 2.615483 1.1 1.1 -0.7 -0.4234
C -4.620988 4.788888 2.285561 0.1 1.7 0.8 -0.8827
C -4.173175 3.500981 2.048475 0.2 -1.4 -0.8 -0.2679
C -2.800726 3.487166 2.130611 -0.2 -0.2 -0.1 -0.2634
H -1.430852 4.959767 2.645905 -0.2 0.5 0.2 0.2687
H -3.298565 6.549723 2.883073 -0.7 0.1 -0.1 0.4371
H -5.615052 5.202804 2.239159 -0.1 -0.2 0.1 0.4252
H -4.803060 2.673553 1.757214 0.1 -0.1 0.2 0.4934
H -2.139493 2.635330 2.161375 0.2 0.2 -0.3 0.2224
N 3.188660 -2.754961 -1.867969 1.8 0.0 0.3 0.5895
C 4.310327 -2.122797 -1.366380 0.6 0.0 0.1 -0.5897
C 5.444165 -2.860598 -1.688402 -1.5 0.9 0.9 -0.7041
C 5.005439 -4.042910 -2.338490 0.1 0.5 -0.2 -0.8333
C 3.652052 -3.888344 -2.466096 -1.6 -0.8 -0.4 -0.5530
H 2.210663 -2.515993 -1.900080 0.2 0.6 0.5 -0.0728
H 4.348165 -1.279098 -0.694805 -0.6 0.3 -0.4 0.6896
H 6.387245 -2.455769 -1.357263 0.3 -0.6 -0.2 0.4704
H 5.622620 -4.859777 -2.673542 -0.2 0.0 -0.2 0.4447
H 2.834964 -4.428714 -2.925629 0.6 -0.7 -0.3 0.4540
N 3.246695 1.271901 4.006943 1.6 -0.7 0.2 0.2842
C 3.610765 0.651392 2.832318 -1.6 0.6 -0.1 -0.2120
C 4.743920 1.236357 2.319848 -0.4 -1.1 0.3 -0.6506
C 5.149811 2.141814 3.305036 1.0 1.3 1.3 -0.6530
C 4.294319 2.092694 4.387912 -1.3 -0.1 -1.4 -0.5389
H 2.390282 1.117742 4.541615 0.3 0.2 -0.2 0.1351
H 2.897129 -0.019052 2.375614 0.2 -0.2 -0.1 0.4078
H 5.255285 0.846228 1.454229 0.1 0.5 -0.1 0.4765
H 5.946958 2.871211 3.301688 0.3 -0.4 -0.3 0.3893
H 4.258232 2.632702 5.319063 0.1 0.1 -0.1 0.4189
N 2.379289 0.418404 -2.260289 -0.2 0.3 1.0 1.3708
C 2.312219 0.310584 -3.611868 -0.2 0.5 -0.1 -0.9352
C 3.099336 1.322936 -4.142550 -0.2 -0.3 0.2 -0.6576
C 3.676272 2.011990 -3.046510 -0.2 0.3 0.2 -0.8646
C 3.160294 1.465836 -1.894373 0.9 0.2 -0.4 -0.5878
H 1.806347 -0.053745 -1.578172 -0.2 -0.6 -0.4 -0.4481
H 1.605487 -0.396600 -4.017308 0.2 0.0 -0.3 0.5144
H 3.205853 1.621370 -5.173471 0.1 -0.4 -0.1 0.4916
H 4.394105 2.816107 -3.079557 -0.1 0.0 -0.1 0.4809
H 3.404834 1.701895 -0.869901 -0.2 -0.1 0.1 0.5974

=====

3.
88
Properties=species:S:1:pos:R:3:forces:R:3:mulliken_charge:R:1 method="wB97M-V/def2-TZVPD" total_energy_ev=-67676.352 gap_ha=0.1006 charge=0 multiplicity=1
C -5.379292 -3.586378 -1.624518 0.2 0.4 -0.2 -1.3832
C -4.809312 -2.165140 -1.442633 0.0 -1.5 0.5 0.5388
C -4.200298 -2.172397 -0.036820 2.1 3.0 -3.1 0.0747
Cl -2.529141 -3.004929 -0.161993 -0.5 -0.3 0.3 -0.0876
B -3.904569 -0.750889 0.582860 -0.1 -0.1 0.8 0.3073
C -4.294704 -0.301138 2.013375 -0.3 -0.6 0.1 -0.7869
C -4.489289 -1.434186 3.050744 0.0 0.3 0.3 -0.7629
C -3.376768 -2.457641 3.131258 -0.8 -0.8 0.2 0.2278
C -3.357880 -3.201105 4.470647 0.1 0.1 -0.4 -0.7171
O -2.087041 -3.756549 4.765571 -0.1 -0.2 0.0 -0.5120
C -1.625552 -4.660081 3.776438 0.5 -0.2 0.4 -0.6087
H -5.725391 -3.774254 -0.629107 -1.0 -1.0 -0.2 0.5111
H -6.135766 -3.635019 -2.395262 -0.2 0.0 0.0 0.3844
H -4.618494 -4.325284 -1.854277 0.3 0.1 -0.1 0.3023
H -5.613663 -1.443890 -1.530521 0.0 0.3 0.0 0.4432
H -4.061630 -2.025565 -2.220507 0.1 0.5 -0.1 -0.6718
H -4.922083 -2.784231 0.685169 -1.1 -1.2 1.5 0.2672
H -3.302525 0.025920 -0.109397 0.0 -0.1 -0.1 -0.1293
H -5.236552 0.252451 1.962458 -0.1 0.2 -0.2 0.3030
H -3.578508 0.395214 2.451422 0.1 0.3 0.0 0.3839
H -4.678914 -1.018894 4.033345 0.1 0.4 0.0 0.5444
H -5.476339 -1.982335 2.742062 -0.3 0.2 0.5 0.4241
H -3.612815 -3.215237 2.396411 0.4 -0.1 -0.5 0.0149
H -2.397181 -2.033105 2.911522 0.1 0.3 0.1 0.3225
H -4.102644 -3.991987 4.396652 -0.2 -0.1 0.3 0.3959
H -3.610314 -2.532285 5.283525 0.0 0.0 0.2 0.3847
H -2.377155 -4.920921 3.039204 -0.1 0.1 -0.2 0.2980
H -0.726756 -4.240903 3.322808 -0.1 0.1 -0.4 0.1480
H -1.307826 -5.588550 4.244626 0.0 -0.1 0.2 0.3392
O -1.853437 -1.071553 -3.645118 -0.1 0.2 -0.1 -0.2457
H -2.512846 -0.347660 -3.821424 -0.5 -0.4 -0.8 0.4444
H -2.057429 -1.559163 -2.825670 -0.1 -0.2 0.2 0.2980
H -0.934815 -0.754605 -3.667550 0.0 0.1 0.0 0.3590
N -3.984828 -1.815727 -5.845848 1.0 -0.4 0.7 0.9276
O -3.243753 -2.263694 -6.728188 -0.4 0.2 -0.1 -0.5899
O -4.048131 -0.562499 -5.645274 0.3 0.2 0.4 -0.6852
O -4.575575 -2.586445 -5.061720 -0.1 0.2 0.0 -0.5805
F -6.725661 -1.788568 4.026261 0.7 -0.1 -0.6 -0.5067
O -1.316661 -5.365007 7.242484 0.0 -0.1 -0.1 -0.6815
H -1.602981 -4.957033 6.415696 -0.1 0.2 0.0 0.4336
H -1.121679 -4.619958 7.816889 0.0 0.0 0.0 0.2881
N 2.326816 -1.382503 -3.398359 0.0 0.0 0.3 0.1811
C 2.055555 -1.485510 -2.050966 0.0 0.0 -0.3 -0.2922
C 3.243192 -1.396794 -1.376779 -0.1 0.0 0.1 -0.4461
C 4.266295 -1.226353 -2.344158 0.1 0.0 -0.1 -0.2494
C 3.673038 -1.218251 -3.576668 -0.1 -0.1 0.0 -0.7804
H 1.652478 -1.420395 -4.137674 0.1 -0.1 -0.1 0.1220
H 1.048867 -1.611497 -1.686307 0.0 0.0 0.0 -0.0200
H 3.367745 -1.444757 -0.307601 0.0 0.0 0.0 0.4775
H 5.320152 -1.119612 -2.152126 0.0 0.0 0.0 0.5408
H 4.090806 -1.110313 -4.561971 0.0 0.0 0.0 0.4046
C 5.926723 -4.665881 -1.603306 0.0 0.0 0.0 -0.7564
C 6.254241 -3.603284 -0.662954 -0.1 -0.3 -0.3 0.3756
N 6.503450 -2.761370 0.068841 0.1 0.4 0.4 -0.4216
H 6.345495 -4.434516 -2.580119 0.0 0.0 0.0 0.2585
H 6.338847 -5.609306 -1.252012 0.0 0.0 0.0 0.3370
H 4.846198 -4.756928 -1.691433 0.0 0.0 0.0 0.2373
C 3.894178 3.636936 -2.276421 0.1 0.2 -0.1 -1.3120
C 2.453159 3.315320 -2.653943 0.2 -0.1 0.2 0.2693
C 1.441650 3.606579 -1.536141 -0.2 0.1 -0.2 -0.6759
O 1.426645 2.657780 -0.487410 0.0 0.1 0.0 -0.3182
C 2.444256 2.822161 0.487444 -0.1 -0.2 0.0 -0.5817
N 2.382426 1.920894 -3.100319 -0.3 0.0 0.0 -0.4508
H 4.331456 2.879095 -1.627071 -0.1 0.0 0.0 0.2296
H 4.515642 3.686377 -3.169981 0.0 -0.1 0.0 0.3645
H 3.960602 4.601014 -1.769479 0.0 0.0 0.0 0.3015
H 2.186420 3.957325 -3.498705 -0.1 0.0 0.0 0.4283
H 0.438341 3.569685 -1.971327 0.0 0.0 0.0 0.3409
H 1.574612 4.619692 -1.134605 0.1 0.0 0.0 0.3412
H 2.675963 3.877393 0.656145 0.0 0.0 -0.1 0.2302
H 3.350563 2.282622 0.204504 0.1 0.1 0.0 0.2213
H 2.078457 2.391781 1.419292 -0.1 0.0 0.0 0.2485
H 1.445755 1.735151 -3.449574 0.0 0.1 -0.1 0.1878
H 2.456365 1.332618 -2.272117 0.2 -0.1 0.0 0.1984
Be -0.254686 -3.483534 -0.145926 0.2 0.0 0.0 0.1982
F 4.750130 6.332114 0.151443 0.0 0.0 0.0 -0.3021
C 4.109722 7.129107 1.032112 -0.1 0.1 0.1 0.3530
C 2.985258 7.814194 0.619521 -0.1 0.0 -0.2 -0.2897
C 2.325871 8.628387 1.528341 0.1 0.0 0.1 -0.3540
C 2.801874 8.752919 2.825822 0.0 0.0 0.0 -0.5101
C 3.937222 8.057977 3.218218 -0.1 0.0 -0.1 -0.3332
C 4.596957 7.234265 2.318364 0.2 -0.1 0.1 -0.4964
H 2.635489 7.709248 -0.399089 0.0 0.0 0.0 0.4263
H 1.439486 9.166793 1.222250 0.0 0.0 0.0 0.3565
H 2.287573 9.391766 3.530643 0.0 0.0 0.0 0.3721
H 4.311451 8.157136 4.227804 0.0 0.0 0.0 0.3598
H 5.478884 6.677986 2.606294 0.0 0.0 0.0 0.4156
F -5.865154 -3.082201 1.243118 -0.1 -0.1 0.4 -0.6049

=====

4.
45
Properties=species:S:1:pos:R:3:forces:R:3:mulliken_charge:R:1 method="wB97M-V/def2-TZVPD" total_energy_ev=-30055.883 gap_ha=0.2778 charge=-1 smiles="CNC(=O)[C@@H](CC(=O)[O-])NC(=O)[C@@H](CCCCN)NC(C)=O" multiplicity=1
C -2.092887 -2.951967 0.554134 0.0 0.7 -0.4 -0.9277
N -0.874264 -2.380498 0.021843 0.4 -1.6 0.3 -0.0611
C -0.808280 -1.088322 -0.268143 1.0 0.4 0.0 0.3737
O -1.745889 -0.329228 -0.143188 -1.5 0.8 0.3 -0.7030
C 0.541718 -0.528200 -0.738666 -1.2 0.1 -0.8 -0.0579
C 0.763767 -0.869282 -2.208075 0.4 0.7 0.7 -0.6984
C 1.154243 -2.328160 -2.434652 0.2 -0.5 -1.1 0.4761
O 1.337419 -2.621590 -3.622755 -0.1 0.0 -0.7 -0.7500
O 1.326433 -3.084488 -1.459398 -0.1 -0.3 1.2 -0.8039
N 0.568536 0.926176 -0.521440 0.7 -0.8 1.0 -0.1332
C 0.915525 1.412562 0.688752 0.1 -0.2 1.3 0.1832
O 1.472947 0.715613 1.539731 -0.3 0.6 -0.4 -0.6862
C 0.556121 2.898248 1.024625 0.4 -0.2 1.2 -0.3395
C -0.920475 3.168690 1.365940 -1.4 -0.5 -0.6 -0.9527
C -1.546437 2.810703 2.759655 1.3 -0.4 -0.8 -0.7991
C -1.202430 1.414513 3.203554 1.6 -0.5 1.1 0.5614
C -1.812613 0.896582 4.511094 -0.8 0.7 -1.4 -0.9327
N -3.244937 0.628642 4.321456 0.1 -0.3 1.5 -0.6822
N 1.376609 3.370570 2.159082 -0.1 -0.9 -0.8 -0.0928
C 1.764346 4.624959 2.445528 0.2 -1.1 0.9 0.7377
C 2.495906 4.767963 3.758291 0.1 1.1 -0.4 -1.1816
O 1.514271 5.565291 1.763247 -0.7 2.3 -1.8 -0.6489
H -1.983490 -3.969943 0.879951 0.3 -0.4 -0.2 0.3606
H -2.401990 -2.375664 1.397482 -0.2 0.5 0.9 0.2024
H -2.922173 -2.849984 -0.134403 -0.2 -0.2 -0.4 0.2910
H -0.078211 -2.994505 -0.221101 -0.2 0.7 -0.2 0.3225
H 1.274458 -1.021267 -0.160123 1.1 -0.1 0.6 0.4708
H 1.654554 -0.295328 -2.495147 -0.3 0.0 -0.3 0.3038
H -0.089839 -0.568610 -2.826201 0.2 -0.1 0.0 0.3018
H 0.070995 1.498485 -1.153752 -0.6 0.5 -0.5 0.3079
H 0.826437 3.471428 0.155128 0.0 0.5 -0.4 0.5661
H -1.517057 2.655449 0.588001 0.1 0.2 0.2 0.3940
H -1.058925 4.232373 1.205930 -0.1 0.3 0.0 0.4699
H -2.608942 2.908629 2.762331 -0.9 0.3 -0.6 0.5187
H -1.210419 3.532376 3.482150 0.4 0.4 0.5 0.1916
H -0.121771 1.368750 3.419492 -0.1 0.0 -0.6 0.0236
H -1.409337 0.680384 2.429366 0.0 -0.1 -0.3 -0.1912
H -1.243972 0.002980 4.794041 -0.5 0.0 0.1 0.3609
H -1.693555 1.644959 5.287245 0.0 0.1 0.3 0.4178
H -3.793900 1.443819 4.117735 0.1 0.4 0.0 0.2688
H -3.376770 0.006307 3.562896 -0.1 -0.7 -0.8 0.2944
H 1.716302 2.650897 2.745324 0.3 -0.9 0.5 0.2896
H 1.771869 4.593069 4.531471 -0.1 -0.4 0.7 0.2804
H 3.319747 4.086676 3.758597 0.5 -0.6 0.5 0.3578
H 2.869672 5.802684 3.895670 -0.2 -0.6 -0.4 0.3158